C4H5NO in the gas phase at a distorted geometry. Source: OMol25; level of theory: the ωB97M-V functional and the def2-TZVPD basis.

Atoms and positions in Å:
C: 1.97424 0.09910 0.17360
C: -0.25420 -0.92224 -0.31843
C: 0.81155 -0.46272 0.65475
C: -0.91492 0.41374 -0.49778
N: 2.97258 0.52009 -0.23022
O: -1.94402 0.74136 0.28968
H: 0.17202 -1.30450 -1.24238
H: -0.93940 -1.65056 0.10860
H: 0.54568 -0.32639 1.68992
H: -0.38597 1.19626 -1.02580
H: -2.03756 1.69588 0.39805

Summary:
HOMO (alpha / beta) = -8.14 / -7.72 eV
E_LUMO (alpha / beta) = 0.12 / -0.45 eV
Charge = 0
Multiplicity = 1
Relative energy (zero: lowest compared OMol25 entry of this formula, charge and spin) = 70.4 kcal/mol
F_max = 2.37 eV Å⁻¹
Orbital gap (alpha / beta) = 8.3 / 7.3 eV